The following is a quantum chemistry calculation of a molecular structure, C21H36CsGeNO8S, from the Open Molecules 2025 dataset.

Computed properties:
Expectation value of S²: 0.754
Kohn-Sham gap (alpha / beta) in Ha: 0.262 / 0.211
HOMO (alpha / beta) in eV: -5.22 / -5.22

```
! RIJCOSX wB97M-V def2-TZVPD def2/J DEFGRID3
* xyz -1 2
Cs 0.431 0.097 -0.921
C -2.040 -1.557 3.168
C -0.567 -1.825 2.895
C 0.183 -2.070 4.201
C -0.399 -3.007 1.951
O -0.044 -0.671 2.201
Ge 1.094 0.545 2.781
O 2.689 0.303 1.975
C 3.817 -0.406 2.488
C 3.714 -1.861 2.044
C 5.040 0.255 1.860
C 3.900 -0.307 4.008
O 0.484 1.960 1.893
C 1.138 3.233 1.801
C 1.986 3.513 3.040
C 0.022 4.263 1.687
C 2.014 3.252 0.551
H -2.487 -2.406 3.692
H -2.581 -1.398 2.234
H -2.146 -0.669 3.798
H -0.212 -2.959 4.694
H 0.064 -1.224 4.885
H 1.249 -2.235 4.018
H -0.802 -3.909 2.416
H 0.657 -3.174 1.720
H -0.940 -2.800 1.027
H 3.636 -1.914 0.958
H 2.825 -2.332 2.467
H 4.591 -2.429 2.362
H 4.959 0.223 0.773
H 5.957 -0.257 2.158
H 5.104 1.300 2.170
H 3.047 -0.797 4.484
H 3.919 0.739 4.322
H 4.808 -0.792 4.370
H 1.376 3.435 3.943
H 2.400 4.522 2.994
H 2.819 2.809 3.107
H -0.592 4.255 2.589
H -0.617 4.025 0.837
H 0.433 5.265 1.547
H 2.746 2.446 0.590
H 2.539 4.207 0.475
H 1.406 3.139 -0.349
O -1.154 2.101 -5.082
C -1.074 1.341 -4.107
O -0.096 0.651 -3.712
C -2.348 1.220 -3.236
C -3.499 1.951 -3.509
C -4.599 1.785 -2.679
C -4.528 0.894 -1.616
C -3.341 0.202 -1.415
N -2.287 0.382 -2.205
C -3.163 -0.827 -0.279
O -2.039 -1.385 -0.245
O -4.137 -1.001 0.472
H -3.496 2.621 -4.357
H -5.510 2.343 -2.862
H -5.352 0.714 -0.940
C 0.624 -4.293 -3.993
S 0.529 -2.512 -3.724
C -1.174 -2.484 -3.191
O 1.370 -2.281 -2.503
H 0.374 -4.799 -3.061
H 1.647 -4.526 -4.285
H -0.064 -4.580 -4.789
H -1.798 -2.743 -4.048
H -1.402 -1.470 -2.861
H -1.313 -3.178 -2.362
*
```

The following is a quantum chemistry calculation of a gas-phase ion, C4H4N3O3 (charge -1) in a non-equilibrium geometry, from the Open Molecules 2025 dataset.

Computed properties:
Expectation value of S²: 2.014
Kohn-Sham gap (alpha / beta) in Ha: 0.163 / 0.222
HOMO (alpha / beta) in eV: -0.66 / -2.93

```
! RIJCOSX wB97M-V def2-TZVPD def2/J DEFGRID3
* xyz -1 3
C -1.282 0.818 -0.283
C -4.129 -0.057 0.048
C -0.623 2.021 -0.210
C 0.167 -1.002 -0.178
N -3.378 -0.967 -0.150
N -2.106 -1.420 -0.254
N -1.164 -0.439 -0.289
O -0.677 2.894 -1.047
O -0.011 2.299 1.058
O -5.078 0.634 0.084
H 0.693 -0.436 -0.846
H 0.673 -0.999 0.877
H 0.067 -1.931 -0.586
H 0.234 3.280 1.252
*
```

The records above yield E values of -108134.830, -14819.741 eV, respectively.